## a
{
  "formula": "C3H6O3",
  "method": "ωB97M-V/def2-TZVPD",
  "smiles": "C[C@@H]1OC1(O)O",
  "charge": 0,
  "elements": ["C", "C", "O", "C", "O", "O", "H", "H", "H", "H", "H", "H"],
  "positions_angstrom": [[1.6479, -0.1994, -0.1974], [0.3632, 0.5681, -0.1450], [-0.3661, 0.6971, 1.1505], [-0.9170, -0.0746, 0.1564], [-0.9564, -1.4264, 0.3024], [-2.0724, 0.4003, -0.4565], [1.5353, -1.1588, 0.2994], [1.9366, -0.3611, -1.2330], [2.4300, 0.3641, 0.3103], [0.3420, 1.5091, -0.6889], [-1.7704, -1.6589, 0.7680], [-2.1727, 1.3405, -0.2663]],
  "mulliken_charge": [-1.224, -0.078, -0.484, 0.865, -0.501, -0.516, 0.320, 0.318, 0.306, 0.338, 0.330, 0.326]
}

***

## b
{
  "formula": "C3H6O3",
  "method": "ωB97M-V/def2-TZVPD",
  "smiles": "O=C[C@H](O)CO",
  "charge": 0,
  "elements": ["O", "C", "C", "O", "C", "O", "H", "H", "H", "H", "H", "H"],
  "positions_angstrom": [[1.6984, 1.4272, 0.1471], [1.0818, 0.5833, 0.7503], [0.4155, -0.5784, 0.0200], [0.6439, -0.4453, -1.3584], [-1.0864, -0.4950, 0.2748], [-1.6086, 0.7582, -0.3846], [0.9644, 0.6194, 1.8514], [0.8386, -1.5158, 0.4268], [1.3069, 0.2640, -1.4447], [-1.8374, -0.9339, -0.4196], [-1.3028, -0.4366, 1.3640], [-1.1143, 0.7529, -1.2271]],
  "mulliken_charge": [-0.494, 0.168, 0.050, -0.594, -0.551, -0.551, 0.348, 0.289, 0.360, 0.329, 0.303, 0.343]
}

***

## c
{
  "formula": "C3H6O3",
  "method": "ωB97M-V/def2-TZVPD",
  "charge": 0,
  "elements": ["C", "O", "C", "O", "C", "O", "H", "H", "H", "H", "H", "H"],
  "positions_angstrom": [[2.0797, -0.2993, 0.2620], [0.6975, -0.3625, 0.6193], [-0.1455, 0.0249, -0.3327], [0.1659, 0.3857, -1.4425], [-1.5760, -0.0291, 0.1341], [-2.0008, 1.1696, 0.7307], [2.2830, -0.9629, -0.5826], [2.3509, 0.7229, -0.0098], [2.6233, -0.6229, 1.1484], [-2.1647, -0.0646, -0.9251], [-1.8942, -0.9255, 0.6560], [-2.4193, 0.9639, -0.2576]],
  "mulliken_charge": [-0.598, -0.301, 0.720, -0.544, -0.422, -0.522, 0.283, 0.288, 0.226, 0.225, 0.325, 0.320]
}

***

## d
{
  "formula": "C3H6O3",
  "method": "ωB97M-V/def2-TZVPD",
  "charge": 0,
  "elements": ["C", "O", "C", "O", "C", "O", "H", "H", "H", "H", "H", "H"],
  "positions_angstrom": [[2.0872, -0.2631, 0.2014], [0.7098, -0.3431, 0.5907], [-0.1607, 0.0406, -0.3391], [0.1085, 0.3814, -1.4631], [-1.5652, 0.0556, 0.2790], [-1.9573, 1.1911, 0.8230], [2.2729, -0.9092, -0.6602], [2.3421, 0.7674, -0.0566], [2.6548, -0.5979, 1.0692], [-2.2571, -0.1434, -0.9255], [-1.8494, -0.9060, 0.7480], [-2.4296, 0.6547, -0.4238]],
  "mulliken_charge": [-0.606, -0.293, 0.702, -0.532, 0.004, -0.666, 0.287, 0.295, 0.226, 0.150, 0.307, 0.126]
}

***

Which one sits at the bottom of the stability order? d does.

***

## a
{
  "formula": "Cl3H4NSi2",
  "method": "ωB97M-V/def2-TZVPD",
  "charge": 0,
  "elements": ["N", "Si", "Si", "Cl", "Cl", "Cl", "H", "H", "H", "H"],
  "positions_angstrom": [[0.0369, -0.7709, 1.0596], [-0.7186, 0.5163, 0.2164], [1.6873, 0.7688, 3.6431], [2.4868, 2.3645, 2.7647], [0.0105, 1.1608, 4.7073], [2.8473, -0.5045, 4.4830], [-0.6948, -1.2918, 1.5190], [-0.0316, 1.7403, 0.1318], [-1.1314, 0.0729, -1.2578], [-2.1078, 0.7787, 0.7743]],
  "mulliken_charge": [-0.437, 0.409, 0.541, -0.146, -0.171, -0.108, 0.239, -0.135, -0.090, -0.103]
}

***

## b
{
  "formula": "Cl3H4NSi2",
  "method": "ωB97M-V/def2-TZVPD",
  "smiles": "N=[Si](Cl)Cl.[SiH3]Cl",
  "charge": 0,
  "elements": ["N", "Si", "Cl", "Cl", "H", "Si", "Cl", "H", "H", "H"],
  "positions_angstrom": [[0.3043, 0.2121, 2.4109], [0.6699, -1.0683, 1.4861], [-0.4150, -2.6525, 1.7175], [2.1828, -1.4539, 0.1986], [0.8971, 1.0074, 2.1621], [-0.6515, 0.6877, -1.6470], [-2.4491, 1.5753, -1.3984], [-0.6846, -0.5990, -1.1255], [-0.1439, 0.9216, -3.0568], [0.2899, 1.3695, -0.7474]],
  "mulliken_charge": [-0.494, 0.558, -0.127, -0.172, 0.218, 0.697, -0.229, -0.211, -0.096, -0.145]
}

***

Which one sits at the bottom of the stability order? a does.

***

## a
{
  "formula": "C7H12BN",
  "method": "ωB97M-V/def2-TZVPD",
  "charge": 0,
  "elements": ["B", "C", "C", "C", "C", "C", "C", "C", "N", "H", "H", "H", "H", "H", "H", "H", "H", "H", "H", "H", "H"],
  "positions_angstrom": [[-0.2738, 0.3635, 0.2172], [3.1000, -0.8428, 0.0637], [3.2996, 0.5579, -0.0940], [1.7714, -1.0391, 0.2377], [2.0837, 1.1486, -0.0164], [-1.9519, -3.0305, -0.0661], [-2.6205, 1.5394, -0.0149], [-1.0918, 1.6710, -0.0434], [1.1089, 0.1770, 0.1827], [3.8540, -1.6061, 0.0489], [4.2380, 1.0539, -0.2484], [1.2117, -1.9428, 0.3808], [1.8065, 2.1820, -0.0874], [-2.2339, -3.0435, 0.9640], [-1.0543, -3.5189, -0.3696], [-2.6380, -2.6730, -0.7997], [-2.9510, 0.7583, -0.6949], [-2.9578, 1.2756, 0.9848], [-3.0966, 2.4731, -0.3052], [-0.7994, 2.0598, -1.0255], [-0.8049, 2.4366, 0.6856]],
  "mulliken_charge": [-0.035, -0.345, -0.553, -0.553, -0.331, -0.899, -1.192, -0.426, 0.261, 0.423, 0.427, 0.330, 0.371, 0.289, 0.307, 0.300, 0.301, 0.314, 0.342, 0.344, 0.325]
}

***

## b
{
  "formula": "C7H12BN",
  "method": "ωB97M-V/def2-TZVPD",
  "smiles": "C=NC(=C)/C(BC)=C\\C",
  "charge": 0,
  "elements": ["C", "N", "C", "C", "C", "B", "C", "C", "C", "H", "H", "H", "H", "H", "H", "H", "H", "H", "H", "H", "H"],
  "positions_angstrom": [[-1.7293, -1.4389, -1.9718], [-1.1855, -0.5425, -1.2883], [0.0009, -0.6740, -0.6134], [1.0351, -1.2226, -1.2290], [-0.0134, 0.0361, 0.6173], [1.0179, 0.0756, 1.7374], [2.5056, -0.5861, 1.6945], [-1.1294, 1.2111, 0.8475], [-2.1441, 1.7523, -0.1378], [-2.4363, -1.1031, -2.6524], [-1.4329, -2.4348, -2.0268], [0.9313, -1.6015, -2.2262], [1.9742, -1.4085, -0.7542], [0.8661, 0.7811, 2.6750], [2.8033, -0.5608, 0.6154], [2.5805, -1.6662, 1.9017], [3.1064, 0.1061, 2.2259], [-0.9749, 1.8856, 1.8136], [-2.4285, 2.6852, 0.1681], [-2.9179, 1.0001, -0.2455], [-1.6477, 1.8947, -1.0708]],
  "mulliken_charge": [-0.576, -0.237, 0.860, -1.025, -0.009, 0.220, -1.134, -0.204, -1.134, 0.270, 0.412, 0.357, 0.114, -0.135, 0.351, 0.339, 0.318, 0.189, 0.431, 0.264, 0.329]
}

***

Which one sits at the bottom of the stability order? b does.

***

## a
{
  "formula": "C4H8Si",
  "method": "ωB97M-V/def2-TZVPD",
  "smiles": "C1=C2C[C@@H]12.[SiH4]",
  "charge": 0,
  "elements": ["C", "C", "C", "C", "H", "H", "H", "H", "Si", "H", "H", "H", "H"],
  "positions_angstrom": [[-1.5608, -1.1466, -0.1921], [-0.8443, -0.3053, -0.9866], [-1.3606, 1.0131, -0.4493], [-1.5159, 0.0512, 0.6586], [-1.6546, -2.1479, 0.1216], [-2.2961, 1.3510, -0.9654], [-0.6500, 1.7733, -0.3663], [-0.9356, 0.1251, 1.5240], [2.1313, -0.0398, 0.0269], [1.0290, -0.0502, 1.0622], [3.1397, -0.5594, 0.9899], [2.5038, 1.2086, -0.5473], [2.0142, -1.2731, -0.8763]],
  "mulliken_charge": [-0.120, -0.369, -0.262, -0.316, 0.367, 0.235, 0.232, 0.264, 0.431, -0.148, -0.153, -0.104, -0.057]
}

***

## b
{
  "formula": "C4H8Si",
  "method": "ωB97M-V/def2-TZVPD",
  "smiles": "C=C[SiH]1CC1",
  "charge": 0,
  "elements": ["C", "C", "Si", "C", "C", "H", "H", "H", "H", "H", "H", "H", "H"],
  "positions_angstrom": [[0.0713, 0.7986, -2.2853], [-0.6414, 1.0445, -1.1738], [-0.7252, 0.4118, 0.5820], [0.2089, -1.4951, 0.9220], [0.8134, -0.2012, 1.5180], [-0.0804, 1.2990, -3.1980], [0.7083, -0.0315, -2.3143], [-1.4423, 1.7609, -1.0740], [-1.9472, 0.5653, 1.5881], [0.6240, -2.0378, -0.0177], [-0.1918, -2.0263, 1.7784], [0.7594, 0.0000, 2.5179], [1.8430, -0.0882, 1.1568]],
  "mulliken_charge": [-0.492, -0.287, 0.257, -0.649, -0.611, 0.276, 0.233, 0.228, -0.057, 0.226, 0.256, 0.370, 0.252]
}

***

Which one sits at the bottom of the stability order? a does.

***

## a
{
  "formula": "C7H8",
  "method": "ωB97M-V/def2-TZVPD",
  "smiles": "C#CC(C)(C)C#C",
  "charge": 0,
  "elements": ["C", "C", "C", "C", "C", "C", "C", "H", "H", "H", "H", "H", "H", "H", "H"],
  "positions_angstrom": [[-0.5947, 2.0452, 1.5422], [-0.3205, 1.1459, 0.7909], [0.0123, 0.0045, -0.0879], [-1.1928, -0.3269, -0.9911], [1.2458, 0.3417, -0.9489], [0.3008, -1.1451, 0.7961], [0.5074, -2.0570, 1.5539], [-0.8365, 2.8274, 2.2273], [-2.0719, -0.5644, -0.3867], [-0.9577, -1.1887, -1.6242], [-1.4258, 0.5305, -1.6308], [1.0268, 1.2015, -1.5905], [2.1055, 0.5846, -0.3190], [1.5043, -0.5138, -1.5815], [0.6836, -2.8523, 2.2439]],
  "mulliken_charge": [0.066, -1.115, 1.826, -1.435, -1.425, -1.117, 0.062, 0.470, 0.362, 0.369, 0.371, 0.366, 0.362, 0.367, 0.470]
}

***

## b
{
  "formula": "C7H8",
  "method": "ωB97M-V/def2-TZVPD",
  "charge": 0,
  "elements": ["C", "C", "C", "C", "C", "C", "C", "H", "H", "H", "H", "H", "H", "H", "H"],
  "positions_angstrom": [[-0.5922, -0.8947, -1.0834], [0.0580, -0.0839, 0.0497], [-0.9573, 0.1609, 1.1828], [2.4208, -0.4471, 0.9966], [1.2481, -0.8577, 0.6017], [0.5157, 1.2125, -0.4883], [0.8541, 2.2754, -0.9408], [0.1279, -1.0944, -1.8809], [-1.4363, -0.3442, -1.5090], [-0.9632, -1.8503, -0.6973], [-1.2757, -0.7922, 1.6197], [-0.5114, 0.7741, 1.9700], [-1.8400, 0.6783, 0.7916], [1.1668, -1.9453, 0.7283], [1.1846, 3.2087, -1.3405]],
  "mulliken_charge": [-1.571, 1.783, -1.430, -0.265, -0.567, -1.195, 0.187, 0.379, 0.397, 0.385, 0.376, 0.367, 0.365, 0.312, 0.476]
}

***

Which one sits at the bottom of the stability order? b does.

***

## a
{
  "formula": "C7H8",
  "method": "ωB97M-V/def2-TZVPD",
  "smiles": "C#CC[C@H](C)C#C",
  "charge": 0,
  "elements": ["C", "C", "C", "C", "C", "C", "C", "H", "H", "H", "H", "H", "H", "H", "H"],
  "positions_angstrom": [[2.9355, 0.7774, -0.1737], [1.7644, 0.8633, -0.4390], [0.3145, 0.9251, -0.6471], [-0.3790, -0.1186, 0.2537], [-0.1778, -1.5660, -0.1978], [-1.7688, 0.2290, 0.5695], [-2.7742, 0.5435, 1.1520], [3.9763, 0.7146, 0.0567], [0.0666, 0.7657, -1.7034], [-0.0434, 1.9263, -0.3801], [0.1015, -0.0236, 1.2334], [-0.4903, -1.7317, -1.2338], [0.8814, -1.8240, -0.1068], [-0.7543, -2.2369, 0.4452], [-3.5840, 0.8202, 1.7842]],
  "mulliken_charge": [0.102, -0.412, -0.830, 0.780, -1.325, -1.106, 0.020, 0.397, 0.340, 0.365, 0.180, 0.339, 0.354, 0.372, 0.425]
}

***

## b
{
  "formula": "C7H8",
  "method": "ωB97M-V/def2-TZVPD",
  "charge": 0,
  "elements": ["C", "C", "C", "C", "C", "C", "C", "H", "H", "H", "H", "H", "H", "H", "H"],
  "positions_angstrom": [[1.0495, 0.9797, -0.6175], [0.3608, -0.3074, -0.2631], [-1.1488, -0.3467, -0.4246], [-1.8510, 0.6863, 0.3475], [-2.3942, 1.5358, 1.0053], [1.0530, -1.3836, 0.2703], [2.0941, -2.0484, 0.7026], [0.5578, 1.4501, -1.4783], [0.9911, 1.6961, 0.2113], [2.1048, 0.7993, -0.8388], [0.2798, -1.1225, 1.1174], [-1.3632, -0.2057, -1.4942], [-1.5280, -1.3389, -0.1558], [-2.8889, 2.2830, 1.5856], [2.6832, -2.6773, 0.0322]],
  "mulliken_charge": [-1.216, 0.904, -1.098, -0.241, 0.106, -0.389, -0.611, 0.334, 0.295, 0.373, 0.240, 0.348, 0.364, 0.405, 0.186]
}

***

Which one sits at the bottom of the stability order? b does.